1.
DFT (ωB97M-V/def2-TZVPD) results for a gas-phase ion, C3H10N2S2 (charge -1) in a non-equilibrium geometry.

## Properties
E: -1026.16998 a.u.
Net charge: -1
Multiplicity: 2

Each line ends with the Mulliken spin population.
Atoms and positions in Å:
S -2.69886 2.65879 1.88952  0.51
S -2.49650 0.93567 0.40016  0.45
C -0.72888 1.05576 -0.07623  0.03
C -0.03166 -0.30953 -0.14852  0.01
C 1.42969 -0.17616 -0.55738  0.00
N 2.25169 -1.34667 -0.24744  0.01
N -0.77993 -1.29520 -0.93275  -0.01
H -2.60938 1.94326 3.01803  0.00
H -0.32061 1.60048 0.77794  -0.01
H -0.61185 1.70062 -0.94616  0.02
H -0.06009 -0.63443 0.90301  0.02
H 1.85738 0.62415 0.07600  0.00
H 1.51226 0.07035 -1.61936  0.00
H 2.65677 -1.31443 0.66858  -0.01
H 1.81329 -2.23009 -0.42001  0.00
H -0.34274 -2.21799 -0.86941  0.00
H -0.84057 -1.06457 -1.91597  0.00

Cartesian forces (eV/Å) of the 2 atoms listed first:
S -0.17 1.81 1.50
S 0.24 -1.69 -1.81

***

2.
DFT (ωB97M-V/def2-TZVPD) results for 2 unconnected molecules or ions with the total composition C3H10N2S2.

## Properties
E: -1026.18233 a.u.

Each line ends with the Mulliken charge.
Atoms and positions in Å:
H 0.75803 2.00159 -0.99367  0.30
N 0.61924 1.99087 -2.00177  -0.77
C -0.17773 1.05425 -2.31060  0.34
N -0.48908 0.72685 -3.60335  -0.47
H -0.64023 0.39857 -1.56934  0.12
H -0.14887 1.37877 -4.29525  0.26
H -1.42085 0.38311 -3.76153  0.25
C 1.67692 -1.10573 0.15951  -0.63
S 0.86613 -1.15212 1.79178  -0.09
S -1.10658 -0.78856 1.24271  -0.11
C -1.25927 1.00262 1.51255  -0.60
H 1.23724 -1.81068 -0.53866  0.27
H 1.62512 -0.09595 -0.24223  0.11
H 2.72991 -1.34700 0.30083  0.33
H -0.72122 1.55901 0.74751  0.08
H -2.31104 1.27492 1.48292  0.29
H -0.85157 1.24867 2.48940  0.32

Cartesian forces (eV/Å) of the 2 atoms listed first:
H 0.03 0.09 -0.11
N 0.18 0.04 0.00

***

3.
DFT (ωB97M-V/def2-TZVPD) results for 2 unconnected molecules or ions with the total composition C3H10N3 in a non-equilibrium geometry.

## Properties
E: -284.28102 a.u.
Net charge: +1

Each line ends with the Mulliken charge.
Atoms and positions in Å:
C -1.78818 -0.67476 -0.89619  0.04
C -2.36531 -1.74147 -0.30012  -0.66
N -0.36382 -0.63284 -1.19557  -0.27
H -2.34258 0.22280 -1.17225  0.35
H -3.36090 -1.69063 0.10692  0.27
H -1.80313 -2.69242 -0.16379  0.22
H -0.04507 0.33797 -0.90641  0.32
H 0.18237 -1.28431 -0.65176  0.39
H -0.09748 -0.80030 -2.20679  0.39
N 0.52793 1.55107 0.40093  -0.68
C 1.77178 1.01743 0.62209  0.04
N 2.09472 0.33126 1.64318  -0.62
H 0.39465 2.32374 -0.21162  0.29
H -0.06410 1.63970 1.18643  0.22
H 2.48538 1.25387 -0.17308  0.41
H 3.12929 0.33600 1.69794  0.29

Cartesian forces (eV/Å) of the 2 atoms listed first:
C -1.81 -1.61 0.90
C 1.82 0.68 -0.67

***

4.
DFT (ωB97M-V/def2-TZVPD) results for a gas-phase ion, C3H10N3 (charge +1) in a non-equilibrium geometry.

## Properties
E: -284.29003 a.u.
Net charge: +1

Each line ends with the Mulliken charge.
Atoms and positions in Å:
C -2.34608 0.58043 -0.20450  -1.42
C -0.87836 0.71784 -0.58366  -0.27
N -0.21819 -0.44701 0.19500  -0.19
C 1.15327 -0.46398 0.38556  0.51
N 1.73354 -1.61490 0.24602  -0.34
N 1.93691 0.69629 0.11378  -0.35
H -2.59302 -0.43905 -0.20885  0.39
H -3.05296 1.22810 -0.70551  0.36
H -2.35260 0.82247 0.90775  0.36
H -0.32499 0.84894 -1.54554  0.40
H -0.54190 1.67791 -0.04618  0.31
H -0.86931 -1.07683 0.74973  0.31
H 1.23803 -2.35017 0.66127  0.23
H 2.66889 -1.91416 0.26620  0.22
H 2.86433 0.36365 0.28347  0.24
H 1.58246 1.37047 -0.51455  0.23

Cartesian forces (eV/Å) of the 2 atoms listed first:
C 0.77 1.19 1.39
C 2.28 1.33 2.96

***

5.
DFT (ωB97M-V/def2-TZVPD) results for a molecular structure, C3H10N3S in a non-equilibrium geometry.

## Properties
E: -682.40989 a.u.
Net charge: +1

Each line ends with the Mulliken charge.
Atoms and positions in Å:
C 1.38239 -0.13185 -1.20947  -0.83
C -2.92646 0.41413 -0.54024  -0.77
C -0.55288 -0.03495 0.62480  0.66
N 2.00530 -0.01284 1.16872  -0.69
N -0.52759 0.87781 1.39252  -0.42
N 1.22412 -0.71462 0.13729  -0.11
S -1.64342 -0.89311 -0.32510  -0.04
H 0.48184 0.06599 -1.76556  0.30
H 1.90404 -0.89406 -1.77061  0.41
H 1.98133 0.79635 -1.11308  0.29
H -2.83299 1.19452 0.28773  0.34
H -3.84686 -0.20991 -0.30720  0.31
H -2.99471 0.74833 -1.57550  0.28
H 1.24652 -1.76039 0.19872  0.37
H 1.77719 -0.65861 1.91999  0.27
H 0.24808 1.32139 1.82583  0.32
H 3.07412 -0.10817 1.05116  0.32

Cartesian forces (eV/Å) of the 2 atoms listed first:
C 1.67 -0.32 0.00
C -1.43 -0.87 1.74

***

6.
DFT (ωB97M-V/def2-TZVPD) results for a molecular structure, C3H10N3S in a non-equilibrium geometry.

## Properties
E: -682.40243 a.u.
Net charge: +1

Each line ends with the Mulliken charge.
Atoms and positions in Å:
C -0.26028 -0.05531 -0.46855  -0.07
C 1.79661 1.22695 0.31652  -1.47
C 1.22815 -0.00024 -0.38704  0.26
N -0.90812 -0.62899 -1.37766  0.03
N -1.01962 0.57849 1.19013  -0.47
N -2.05522 -1.26716 -1.43449  -0.49
S 1.53579 -1.59421 0.64318  -0.16
H 2.76651 1.36245 -0.04392  0.42
H 1.27504 2.17864 0.11294  0.35
H 1.97495 1.17457 1.37669  0.46
H 1.66449 -0.11015 -1.34130  0.47
H -1.72907 -0.06424 1.55767  0.33
H -0.16816 0.47112 1.74692  0.32
H -2.74428 -1.04220 -0.74201  0.23
H -1.24954 1.46121 0.98166  0.29
H -2.37237 -1.48893 -2.43355  0.29
H 0.26511 -2.20198 0.30280  0.21

Cartesian forces (eV/Å) of the 2 atoms listed first:
C -1.47 -0.40 -2.24
C -0.65 0.50 0.02

***

7.
DFT (ωB97M-V/def2-TZVPD) results for 2 unconnected molecules or ions with the total composition C3H10N3S in a non-equilibrium geometry.

## Properties
E: -682.36944 a.u.
Net charge: +1

Each line ends with the Mulliken charge.
Atoms and positions in Å:
C 0.59958 1.27741 -0.86314  -1.08
C -0.61940 1.21160 -1.75509  -0.71
C 0.67330 0.18176 0.14296  -0.12
N 0.06414 -0.90289 -0.05333  -0.50
N -1.38228 2.45548 0.38119  -0.29
N 0.55832 -3.13220 1.65934  -0.81
S -1.93596 2.17485 -1.06355  0.48
H 1.44622 1.27886 -1.42948  0.55
H 0.73165 2.16984 -0.43310  0.56
H -0.47393 1.44570 -2.70870  0.53
H -0.96353 0.23947 -1.73624  0.48
H 1.37901 0.44834 0.85150  0.44
H -2.04108 2.87572 1.03089  0.32
H 1.52508 -3.11509 1.48782  0.23
H -0.01207 -1.76207 0.50294  0.45
H 0.18897 -2.74110 2.49069  0.24
H 0.26200 -4.10567 1.49531  0.23

Cartesian forces (eV/Å) of the 2 atoms listed first:
C -1.95 -2.36 -0.80
C 0.68 1.49 4.00

***

8.
DFT (ωB97M-V/def2-TZVPD) results for a gas-phase ion, C3H10N3S (charge +1) in a non-equilibrium geometry.

## Properties
E: -682.40821 a.u.
Net charge: +1

Each line ends with the Mulliken charge.
Atoms and positions in Å:
H 2.30771 -1.32119 0.97989  0.30
N 2.37129 -0.28195 0.86343  -0.60
N 1.36823 0.30399 0.42193  0.70
C 1.44442 1.76536 0.29817  -0.77
C 0.15160 -0.29310 -0.21030  -0.11
N 0.44947 -1.51079 -0.84124  -0.44
S -1.11897 -0.33861 1.11233  -0.01
C -2.71100 -0.40703 0.21202  -0.72
H 0.58342 2.30904 0.79121  0.33
H 1.33326 1.98415 -0.72231  0.39
H 2.41791 2.31513 0.59158  0.33
H -0.09638 0.42617 -1.02300  0.33
H 0.74959 -1.33520 -1.77863  0.20
H 0.05122 -2.35579 -0.73053  0.21
H -3.31641 -1.40169 0.40569  0.29
H -2.58400 -0.21271 -0.96462  0.25
H -3.40138 0.35420 0.59439  0.33

Cartesian forces (eV/Å) of the 2 atoms listed first:
H -0.70 0.59 -0.87
N -1.22 0.65 0.29

***

9.
DFT (ωB97M-V/def2-TZVPD) results for 2 unconnected molecules or ions with the total composition C3H10N4 in a non-equilibrium geometry.

## Properties
E: -339.12179 a.u.

Each line ends with the Mulliken charge.
Atoms and positions in Å:
C -1.39751 1.35257 0.66554  -0.93
C -1.09829 -0.25397 -0.93384  -1.03
C 0.60531 -1.55149 0.83197  -0.74
N 2.38850 0.19140 -0.54805  0.03
N 1.76817 1.17307 -0.23338  -0.49
N -0.96305 0.08005 0.44320  0.56
N 0.00390 -0.49127 1.17305  -0.62
H -1.11188 2.10153 -0.08857  0.31
H -2.48975 1.34300 0.80130  0.38
H -1.10784 1.68778 1.72403  0.28
H -0.21297 0.28436 -1.43300  0.33
H -1.05802 -1.23937 -1.25191  0.34
H -2.01102 -0.04316 -1.42780  0.35
H 2.33052 -0.67395 0.12333  0.29
H 1.00557 -1.91037 1.68297  0.45
H 0.34604 -2.14572 -0.08483  0.26
H 3.00234 0.09555 -1.44400  0.24

Cartesian forces (eV/Å) of the 2 atoms listed first:
C -1.21 3.29 3.71
C 2.51 1.51 -1.46

***

10.
DFT (ωB97M-V/def2-TZVPD) results for 2 unconnected molecules or ions with the total composition C3H10N4 in a non-equilibrium geometry.

## Properties
E: -338.50342 a.u.
Net charge: +2

Each line ends with the Mulliken charge.
Atoms and positions in Å:
C 3.69735 2.12641 -0.78269  0.12
C 5.83562 0.08542 -0.49959  -0.24
C 4.68097 -1.20844 1.06364  -0.71
N 4.85045 1.99555 -0.89903  0.55
N 4.59816 -0.21462 0.10629  -0.29
N 5.95146 1.41347 -1.00051  -0.68
N -11.75841 -0.40895 0.04169  -0.59
H 2.74566 2.58334 -0.65295  0.45
H 6.77494 -0.16941 -0.08622  0.49
H 5.60054 -0.57659 -1.40033  0.38
H 3.97537 -2.03487 0.98962  0.28
H 5.63310 -1.52565 1.19194  0.35
H 4.36873 -0.54904 1.99143  0.30
H -11.60422 -1.02534 -0.74618  0.38
H -11.47995 0.56000 -0.37356  0.42
H -11.13040 -0.64521 0.95083  0.43
H -12.73938 -0.40607 0.10561  0.36

Cartesian forces (eV/Å) of the 2 atoms listed first:
C 1.29 0.73 0.00
C -2.20 0.22 -0.71

***

E of number 1 (C3H10N2S2)? -1026.16998 a.u.

***

Among the records above, which one has the highest E? number 3